Record 1
Computed, not measured: C11H15OP in the gas phase in a non-equilibrium geometry, with ωB97M-V/def2-TZVPD.

Calculated values
* ΔE to the lowest compared entry with this formula, charge and spin: 44.52 kcal/mol
* E_LUMO (spin up / spin down): 0.9 / -1.1 eV
* HOMO (spin up / spin down): -7.23 / -8.74 eV
* largest force on an atom: 4.2 eV/A
* energy: -22981.0445 eV
* spin multiplicity: 3

```
28
Properties=species:S:1:pos:R:3:lowdin_spin:R:1
C -2.3203 -1.7062 -2.9019 0.0487
C -2.3742 -2.6108 -1.8368 0.0071
C -1.4823 -0.6482 -2.8741 0.0110
C -1.6312 -2.4014 -0.7684 0.0442
C -0.4535 -0.5289 -1.8113 0.0660
C -0.6344 -1.3941 -0.5519 0.0705
C 0.8778 1.1713 -3.1217 0.6800
C -0.8265 1.1439 1.6877 0.0207
C 0.8800 0.1152 3.1886 0.0067
C 1.6035 0.8297 0.8096 0.0271
C 0.4135 0.3019 1.6558 0.0527
O 0.5939 0.3528 -2.0241 0.1978
P 0.0139 -1.5334 1.1589 0.6403
H -3.1030 -1.7950 -3.6750 0.0028
H -3.0313 -3.4771 -1.6731 -0.0006
H -1.4658 -0.0050 -3.7764 0.0030
H -1.8195 -3.0262 0.0839 0.0050
H 1.8280 1.7529 -3.0148 0.0403
H 0.6616 0.8390 -4.1120 0.0509
H -0.7442 2.1372 2.2209 0.0027
H -1.1001 1.4366 0.6874 0.0002
H -1.5680 0.6442 2.1558 0.0062
H 1.4102 1.0902 3.5411 -0.0004
H 1.4271 -0.7210 3.4221 0.0015
H 0.0109 -0.0115 3.7611 0.0016
H 1.1823 1.0754 -0.2361 -0.0005
H 2.1461 1.5941 1.3117 0.0029
H 2.2554 0.0031 0.7462 0.0115
```

Record 2
Computed, not measured: C11H15P in the gas phase in a non-equilibrium geometry, with ωB97M-V/def2-TZVPD.

Calculated values
* ΔE to the lowest compared entry with this formula, charge and spin: 42.12 kcal/mol
* E_LUMO (spin up / spin down): -1.0 / -1.0 eV
* HOMO (spin up / spin down): -8.06 / -8.10 eV
* largest force on an atom: 4.3 eV/A
* energy: -20934.7240 eV
* spin multiplicity: 1

```
27
Properties=species:S:1:pos:R:3:lowdin_charge:R:1
C -3.7743 1.1916 -0.2836 -0.0865
C -3.0448 0.6532 -1.3814 -0.0400
C -3.2751 1.1488 1.0056 -0.1210
C -1.9634 -0.1475 -1.0266 -0.0459
C -2.1343 0.4617 1.3042 -0.0811
C -1.4292 -0.2054 0.2882 -0.2340
C -0.1941 -0.8929 0.7969 -0.1446
C 0.9911 0.0774 1.2066 -0.2320
C 2.9618 -1.0034 -0.0873 -0.1442
C 1.3638 0.7217 -1.1268 -0.1391
C 2.1463 0.2712 0.1500 -0.9166
P 3.3035 1.6199 0.7365 0.8253
H -4.6736 1.7103 -0.3239 0.0713
H -3.3170 0.5883 -2.3626 0.0686
H -3.9637 1.6504 1.8141 0.1413
H -1.4142 -0.7259 -1.7062 0.0866
H -1.9600 0.4987 2.4037 0.1301
H -0.5929 -1.2716 1.7540 0.1143
H 0.5061 1.1304 1.2608 0.1215
H 0.3197 -1.5475 0.0511 0.1195
H 1.3326 -0.3399 2.0804 0.0615
H 2.6334 -1.7695 0.6981 0.0979
H 2.7706 -1.4045 -1.1712 0.1103
H 4.0392 -0.8699 -0.0265 0.0320
H 2.1278 0.8550 -1.8561 0.0494
H 0.7615 -0.0160 -1.5512 0.0268
H 0.6929 1.6842 -0.9956 0.1289
```

Record 3
Computed, not measured: a molecular structure, C11H16BBr2F2NO11P3S2, with ωB97M-V/def2-TZVPD.

Calculated values
* E_LUMO: 0.4 eV
* HOMO: -6.65 eV
* largest force on an atom: 0.9 eV/A
* energy: -231418.3427 eV
* spin multiplicity: 1
* net charge: -1

```
49
Properties=species:S:1:pos:R:3:lowdin_charge:R:1
C -1.5369 1.5352 2.3990 -0.1564
C -1.1402 2.3156 1.1375 -0.7382
Br -2.6409 2.5476 -0.0914 0.7241
C 0.1296 1.7535 0.4262 -0.6536
Br 1.5334 3.1154 0.4640 0.7753
C -0.0228 1.1400 -0.9552 -0.2354
C -0.5859 -0.0600 -1.1784 -0.2622
P -1.2290 -1.1051 0.1909 0.9827
C -2.9084 -1.5624 -0.3599 -0.2816
C -0.2434 -2.6489 -0.0347 -0.2574
C -0.6146 -0.5363 -2.5932 -0.3281
O -1.5145 -1.2100 -3.0558 0.1107
C 0.5475 -0.1780 -3.4759 -0.0147
B 0.8547 -1.2281 -4.6322 -0.6536
O 0.2017 -1.0469 -5.8347 0.1566
O 1.7298 -2.2503 -4.4852 0.1995
C 1.0986 1.0161 -3.2485 -0.3528
P 2.4438 1.8056 -4.1864 0.9356
P 4.1284 0.6929 -3.3581 0.2616
O 4.0674 -0.7691 -3.2837 -0.3006
O 4.2838 1.4422 -1.9545 -0.1772
O 5.3930 1.2544 -4.1875 -0.1784
C 0.4771 1.8717 -2.1760 -0.4195
O 0.3344 3.0597 -2.3338 0.0530
H -2.5788 1.2292 2.3867 0.0610
H -1.3385 2.1418 3.2817 0.0872
H -0.9403 0.6359 2.5039 0.0248
H -0.9001 3.3313 1.4270 0.0374
H 0.5395 0.9707 1.0576 0.0747
H -2.9319 -2.2075 -1.2361 0.0277
H -3.4126 -2.0484 0.4763 0.0403
H -3.4416 -0.6394 -0.5903 0.0239
H 0.0771 -2.9662 0.9564 0.0302
H -0.7974 -3.4508 -0.5232 0.0386
H 0.6597 -2.4282 -0.6085 0.0330
H -0.7430 -1.2049 -5.7464 0.1080
H 1.7159 -2.7253 -3.6532 0.1147
H 2.3534 1.0817 -5.3963 -0.0575
H 5.0972 1.1800 -1.5053 0.0875
H 5.2079 1.4330 -5.1136 0.0640
N -1.4960 -1.4166 6.7296 -0.3175
S -1.5004 -0.2782 7.8433 0.4810
O -2.6550 0.5600 7.8127 -0.2955
O -0.2274 0.3165 8.0908 -0.2915
F -1.7390 -1.2467 9.0720 -0.1930
S -1.3389 -0.9856 5.2333 0.4506
O -1.6544 -2.0745 4.3632 -0.3123
O -0.1867 -0.1908 4.9349 -0.3032
F -2.5553 0.0280 5.0107 -0.2038
```

Record 4
Computed, not measured: a molecular structure, C11H16BClHfN6 in a non-equilibrium geometry, with ωB97M-V/def2-TZVPD.

Calculated values
* ΔE to the lowest compared entry with this formula, charge and spin: 0.00 kcal/mol
* E_LUMO: -7.9 eV
* HOMO: -16.03 eV
* largest force on an atom: 1.7 eV/A
* energy: -35099.3235 eV
* spin multiplicity: 1
* net charge: +2

```
36
Properties=species:S:1:pos:R:3:lowdin_charge:R:1
H 0.8252 3.6087 1.3056 0.1241
N 0.5673 1.9093 0.0264 -0.1381
B 0.1787 0.4071 -2.0417 -0.4476
N 0.5364 1.7698 -1.3693 0.0038
C 0.7387 2.9671 -1.9232 0.0152
Hf 0.3408 0.2214 1.2041 1.6692
H 0.7568 3.0632 -2.9992 0.1549
C 0.8954 3.9231 -0.9185 0.0189
H 1.0769 4.9717 -1.0495 0.1245
C 0.7786 3.2394 0.2931 -0.0474
H 0.1852 0.5047 -3.2413 0.1380
C -2.1634 -2.2248 3.6721 -0.0198
H -1.4893 -3.0376 3.9403 0.0363
H -1.5657 -1.3495 3.3733 -0.0322
H -2.8304 -2.5113 2.8556 0.0252
N -1.2502 -0.0063 -1.5046 -0.0359
N 1.1691 -0.6860 -1.5482 -0.0090
N -1.4963 -0.1903 -0.1549 -0.1202
N 1.3831 -0.9542 -0.1915 -0.1429
C -2.3802 -0.2282 -2.1916 -0.0096
C 1.8739 -1.5517 -2.2843 0.0140
H -2.3484 -0.1369 -3.2670 0.1450
H 1.8097 -1.4826 -3.3593 0.1512
C -3.3873 -0.5611 -1.2878 -0.0063
C 2.5653 -2.4141 -1.4285 0.0147
C -2.8051 -0.5346 -0.0183 -0.0828
C 2.2436 -2.0176 -0.1306 -0.0552
H -4.4074 -0.7998 -1.5280 0.1184
H 3.2112 -3.2247 -1.7084 0.1231
H -3.2357 -0.7339 0.9554 0.1142
H 2.5598 -2.4088 0.8246 0.1279
H -2.7287 -1.9146 4.5239 0.0279
Cl 0.8747 1.2065 3.5222 0.6012
C 2.1113 0.4514 2.4833 -0.6620
H 2.8897 1.1688 2.1997 0.0363
H 2.5169 -0.4435 2.9660 0.0252
```

Record 5
Computed, not measured: a molecular structure, C11H16BClHgN6 in a non-equilibrium geometry, with ωB97M-V/def2-TZVPD.

Calculated values
* E_LUMO: 0.4 eV
* HOMO: -6.56 eV
* largest force on an atom: 8.5 eV/A
* energy: -37975.1809 eV
* spin multiplicity: 1

```
36
Properties=species:S:1:pos:R:3:lowdin_charge:R:1
H 0.1339 3.0950 2.2565 0.0794
N 0.4482 1.7604 0.6488 -0.1764
B 0.8706 0.7114 -1.6933 -0.5171
N 0.7846 1.8982 -0.6629 -0.0249
C 0.9349 3.2184 -0.9344 -0.0576
Hg 0.1613 -0.0432 1.4430 1.3081
H 1.2006 3.5364 -1.9414 0.1251
C 0.6905 3.9518 0.2274 -0.0422
H 0.7298 5.0326 0.3518 0.1011
C 0.3859 2.9894 1.2029 -0.1555
H 1.3529 1.1693 -2.7075 0.1186
C -2.0078 -2.8808 3.0160 -0.0770
H -2.2804 -3.2422 4.0162 0.0113
H -0.9703 -3.3944 2.8265 0.0509
H -2.6364 -3.3148 2.2248 0.0112
N -0.5202 0.1303 -2.0008 -0.0697
N 1.8152 -0.3725 -1.1166 -0.0304
N -1.3370 -0.3794 -1.0398 0.0272
N 1.6955 -0.8293 0.1538 -0.1043
C -1.1370 0.1192 -3.2205 -0.0871
C 2.8289 -1.0224 -1.7432 -0.0495
H -0.6228 0.4871 -4.1087 0.1156
H 3.0767 -0.7853 -2.7770 0.1297
C -2.4088 -0.4166 -3.0503 -0.0742
C 3.3871 -1.9346 -0.8480 -0.0493
C -2.4744 -0.7088 -1.6661 -0.1567
C 2.6409 -1.7702 0.3345 -0.1233
H -3.1685 -0.5815 -3.8143 0.0914
H 4.2215 -2.6120 -1.0229 0.1007
H -3.2967 -1.1508 -1.0987 0.1039
H 2.7431 -2.2648 1.3008 0.1136
H -2.0802 -1.7778 2.9732 -0.0419
Cl -2.0519 1.7514 2.7233 0.4319
C -1.1550 0.2632 3.0970 -0.8155
H -0.4501 -0.4403 2.6039 -0.2670
H -1.5056 -0.1938 4.0464 0.0001
```

Record 6
Computed, not measured: C11H16BNO3 in the gas phase in a non-equilibrium geometry, with ωB97M-V/def2-TZVPD.

Calculated values
* E_LUMO: 0.0 eV
* HOMO: -8.72 eV
* largest force on an atom: 2.4 eV/A
* energy: -19978.7203 eV
* spin multiplicity: 1
* SMILES string: CCC(=O)N[C@@H](Cc1ccccc1)B(O)O

```
32
Properties=species:S:1:pos:R:3:lowdin_charge:R:1
C -4.1661 -0.5900 1.1499 -0.0872
C -3.0794 -1.5787 1.6112 -0.1665
C -1.8050 -1.3131 0.8986 -0.5174
O -1.7087 -1.5922 -0.2777 0.0724
N -0.8137 -0.6919 1.6132 0.1097
C 0.3865 -0.3924 0.8639 -0.2086
C 0.2638 0.9064 0.0465 -0.1004
C 1.0389 0.8854 -1.2029 -0.2331
C 0.6690 -0.0309 -2.1982 -0.0188
C 1.3830 -0.1037 -3.3851 -0.0882
C 2.4518 0.7187 -3.6217 -0.1135
C 2.7450 1.6943 -2.6967 -0.0951
C 2.0604 1.7763 -1.4819 -0.0350
B 1.5313 -0.1362 1.9296 -0.5945
O 2.7347 -0.8348 1.8370 0.1630
O 1.2123 0.8122 2.8876 0.1532
H -3.9701 0.4753 1.3874 0.0849
H -4.3099 -0.6767 0.0682 0.0779
H -5.1257 -0.8205 1.5636 0.0548
H -2.9325 -1.5382 2.7099 0.1127
H -3.4163 -2.5915 1.4289 0.1136
H -0.8590 -0.4519 2.6109 0.1511
H 0.8272 -1.2405 0.3337 0.1529
H 0.5067 1.7523 0.7139 0.1231
H -0.7941 1.0008 -0.2204 0.1326
H -0.1981 -0.6466 -2.0373 0.1032
H 1.0414 -0.7595 -4.1840 0.1060
H 3.0552 0.6790 -4.5361 0.1075
H 3.5026 2.4398 -2.9130 0.0988
H 2.3183 2.5303 -0.7534 0.1079
H 3.5376 -0.5022 2.2851 0.1149
H 1.9127 0.8206 3.5690 0.1177
```

Record 7
Computed, not measured: a molecular structure, C11H16Cl3GdNO2P in a non-equilibrium geometry, with ωB97M-V/def2-TZVPD.

Calculated values
* ΔE to the lowest compared entry with this formula, charge and spin: 1.46 kcal/mol
* E_LUMO (spin up / spin down): -8.0 / -10.9 eV
* HOMO (spin up / spin down): -15.81 / -15.81 eV
* largest force on an atom: 6.4 eV/A
* energy: -84927.9720 eV
* spin multiplicity: 8
* net charge: +2

```
35
Properties=species:S:1:pos:R:3:lowdin_spin:R:1
C 0.7192 -3.8218 -1.5814 -0.0001
C 0.4532 -2.6406 -0.7404 -0.0001
H -0.2900 -4.2343 -1.7627 0.0000
H 1.2779 -4.5710 -1.0090 0.0000
H 1.1897 -3.5516 -2.5388 0.0000
O -0.6273 -2.2261 -0.3916 0.0003
Cl 1.9019 -1.7547 -0.2925 -0.0039
Gd 0.7352 1.7447 0.7827 6.8128
P -0.0057 1.3560 -2.0650 0.0365
C -1.5077 1.8460 -2.9679 0.0098
C 1.1623 2.6617 -2.5987 -0.0011
H 1.4845 -0.4126 -2.8146 0.0001
H 0.6031 0.4110 -4.1588 0.0022
H -0.2143 -0.8179 -3.1375 0.0000
C 0.5223 -0.0083 -3.1415 0.0091
H 2.2057 2.3619 -2.3939 0.0000
H 1.0533 2.8225 -3.6871 0.0003
H -1.2382 2.0109 -4.0258 0.0025
H -1.9090 2.7717 -2.5338 0.0000
H 0.9561 3.5942 -2.0423 0.0000
H -2.2679 1.0548 -2.8957 0.0000
C -1.5342 0.9162 0.2350 -0.0176
O -2.6591 0.6270 0.1987 0.0056
Cl 0.6945 4.1409 1.3277 0.1410
Cl -1.6420 1.3988 5.8949 0.0005
C -0.8620 0.4042 4.7454 0.0006
C -0.6090 -0.9374 4.9954 -0.0004
C 0.0843 -1.6678 4.0464 0.0014
C 0.5344 -1.0482 2.8707 0.0016
N 0.2830 0.2690 2.5981 0.0026
C -0.4209 1.0023 3.5309 -0.0025
H -0.8840 -1.4119 5.9441 0.0000
H 0.3314 -2.7232 4.1619 0.0002
H 1.0791 -1.6278 2.1404 0.0003
H -0.5995 2.0613 3.3067 -0.0014
```

Record 8
Computed, not measured: a molecular structure, C11H16Cl3HfNOS in a non-equilibrium geometry, with ωB97M-V/def2-TZVPD.

Calculated values
* ΔE to the lowest compared entry with this formula, charge and spin: 81.68 kcal/mol
* E_LUMO: 4.3 eV
* HOMO: 0.74 eV
* largest force on an atom: 6.4 eV/A
* energy: -64918.2263 eV
* spin multiplicity: 1
* net charge: -2

```
34
Properties=species:S:1:pos:R:3:lowdin_charge:R:1
C -0.6584 0.9434 -1.2561 -0.2846
C -0.8391 -0.4441 -1.4925 -0.2847
C 0.4333 -1.0740 -1.4189 -0.2902
C -2.1188 -1.1303 -1.7626 -0.1058
C 1.4100 -0.0682 -1.1781 -0.2876
C 0.7396 1.1824 -1.0917 -0.2783
C 1.3849 2.4869 -0.8671 -0.1049
C -1.7528 1.9262 -1.1639 -0.1107
C 0.6819 -2.5183 -1.5831 -0.1041
C 2.8603 -0.3012 -1.0335 -0.1141
Hf -0.9550 -0.6584 2.7378 0.5392
Cl -1.5176 -2.4918 1.7529 0.0843
Cl -3.0854 0.1925 3.2173 -0.1203
Cl 1.4307 -0.8250 2.4136 -0.0809
H -2.9524 -0.4268 -1.6717 0.0542
H -2.2870 -1.9600 -1.0632 0.0271
H -2.1361 -1.5452 -2.7818 0.0581
H -0.0306 -3.1117 -0.9946 0.0410
H 1.6961 -2.7730 -1.2574 0.0532
H 0.5807 -2.8243 -2.6354 0.0557
H 3.0540 -1.1821 -0.4077 0.0438
H 3.3386 0.5659 -0.5663 0.0485
H 3.3366 -0.4681 -2.0115 0.0571
H 2.3425 2.3555 -0.3488 0.0512
H 0.7363 3.0979 -0.2296 0.0448
H 1.5771 3.0083 -1.8181 0.0557
H -2.6004 1.5023 -0.6095 0.0592
H -2.1098 2.2297 -2.1602 0.0556
H -1.4184 2.8013 -0.6029 0.0467
O -0.4749 1.9496 1.5276 -0.5280
H 0.4767 1.7104 1.9683 -0.0743
S -0.1021 -0.4881 7.5500 0.5211
C -0.4012 -0.7250 6.0079 -0.9519
N -0.6395 -0.9368 4.8310 -0.1761
```